[1]
Formula: C15H18
Source: OMol25
Level of theory: the ωB97M-V functional and the def2-TZVPD basis

Values from the calculation:
charge	+1
HOMO (spin up / spin down)	-0.431 / -0.429	hartree
spin multiplicity	2
<S²>	0.768
E_LUMO (spin up / spin down)	-0.1495 / -0.2898	Eh
Kohn-Sham gap (spin up / spin down)	7.7 / 3.8	eV
E_tot	-582.046773	a.u.

Structure (XYZ):
```
33
Properties=species:S:1:pos:R:3:lowdin_charge:R:1
C 1.28 0.74 -0.15 -0.170
C 2.76 0.64 -0.51 -0.064
C 0.46 1.54 -1.09 -0.095
C 0.73 1.48 -2.51 0.045
C -0.70 2.23 -0.63 0.031
C -0.14 2.01 -3.42 -0.002
C -1.63 2.63 -1.54 -0.004
C -1.36 2.51 -2.93 0.047
H 0.80 -0.25 -0.15 0.140
H 1.22 1.22 0.83 0.127
H 3.24 1.62 -0.44 0.092
H 1.59 0.96 -2.86 0.116
H -0.73 2.58 0.39 0.138
H 0.06 1.82 -4.46 0.132
H -2.49 3.17 -1.16 0.131
H -2.16 2.76 -3.62 0.135
H 2.99 0.32 -1.52 0.069
H 3.27 -0.02 0.20 0.087
C 0.78 -3.41 0.89 -0.034
C -0.17 -2.32 1.34 -0.292
C 0.29 -1.36 2.25 -0.079
C -1.51 -2.29 0.98 -0.051
C -0.59 -0.47 2.84 -0.094
C -2.39 -1.39 1.57 -0.080
C -1.96 -0.51 2.56 -0.083
H 1.48 -2.99 0.17 0.076
H 0.23 -4.28 0.55 0.083
H 1.34 -1.38 2.51 0.116
H -1.89 -2.93 0.22 0.104
H -0.19 0.19 3.57 0.095
H -3.44 -1.35 1.31 0.105
H -2.61 0.14 3.10 0.099
H 1.45 -3.60 1.72 0.080
```


[2]
Formula: C15H18AsF6I2N3O6S5Zn
Source: OMol25
Level of theory: the ωB97M-V functional and the def2-TZVPD basis

Values from the calculation:
HOMO	-0.289	hartree
spin multiplicity	1
E_LUMO	-0.0297	Eh
Kohn-Sham gap	7.1	eV
E_tot	-8398.810195	a.u.

Structure (XYZ):
```
57
Properties=species:S:1:pos:R:3:lowdin_charge:R:1
Zn -0.29 0.08 -0.51 0.492
O -1.38 1.65 3.42 0.067
C -2.18 2.63 2.97 -0.256
C -2.90 3.35 3.93 -0.013
C -3.75 4.36 3.54 -0.083
C -3.91 4.68 2.20 -0.094
C -3.20 3.97 1.25 -0.030
C -2.34 2.93 1.61 -0.077
C -1.63 2.17 0.56 -0.393
O -0.81 1.24 0.96 -0.137
N -1.86 2.48 -0.68 0.029
N -1.16 1.68 -1.59 -0.147
C -1.28 2.07 -2.79 -0.894
S -0.56 1.20 -4.14 0.880
C -1.58 2.04 -5.39 -0.521
C -1.74 3.47 -4.95 -0.529
S -2.24 3.48 -3.21 0.961
H -0.93 1.26 2.65 0.065
H -2.75 3.09 4.97 0.117
H -4.30 4.91 4.30 0.102
H -4.57 5.49 1.90 0.097
H -3.30 4.21 0.20 0.104
H -2.54 1.53 -5.47 0.079
H -1.05 1.96 -6.34 0.079
H -2.53 3.98 -5.52 0.079
H -0.81 4.03 -5.06 0.077
F -2.48 -1.47 1.75 0.158
C -1.63 -2.38 2.20 -0.680
F -0.84 -1.83 3.12 0.166
F -2.31 -3.39 2.73 0.161
S -0.56 -3.02 0.83 0.623
O 0.26 -1.87 0.44 -0.407
O 0.13 -4.14 1.38 -0.233
N -1.53 -3.44 -0.35 -0.264
S -1.68 -2.36 -1.48 0.626
O -0.57 -2.31 -2.40 -0.339
O -2.13 -1.07 -0.97 -0.306
C -3.05 -3.04 -2.51 -0.688
F -4.14 -3.25 -1.79 0.168
F -3.32 -2.14 -3.45 0.158
F -2.66 -4.17 -3.07 0.160
I 3.04 0.42 0.51 0.209
I 4.49 0.97 2.82 -0.057
C 2.19 -3.46 -1.20 -0.214
As 2.52 -1.89 -2.24 0.787
C 2.20 -2.30 -4.09 -0.236
C 4.44 -1.70 -2.19 -0.273
S 1.73 0.09 -1.90 0.076
H 2.84 -4.21 -1.65 0.057
H 1.15 -3.76 -1.28 0.018
H 2.46 -3.28 -0.16 0.047
H 2.59 -3.29 -4.31 0.048
H 2.72 -1.54 -4.68 0.045
H 1.13 -2.26 -4.29 0.028
H 4.86 -2.52 -2.77 0.045
H 4.80 -1.73 -1.17 0.017
H 4.71 -0.75 -2.65 0.043
```


[3]
Formula: C15H18Cl2HgN2O2
Source: OMol25
Level of theory: the ωB97M-V functional and the def2-TZVPD basis

Values from the calculation:
HOMO	-0.299	hartree
spin multiplicity	1
E_LUMO	-0.0272	Eh
Kohn-Sham gap	7.4	eV
E_tot	-1916.094287	a.u.

Structure (XYZ):
```
40
Properties=species:S:1:pos:R:3:lowdin_charge:R:1
C -0.42 0.73 2.54 -0.216
C -0.22 -0.75 2.50 -0.212
H 0.49 1.09 3.04 0.028
H -1.33 1.01 3.07 0.065
H -0.62 1.25 1.56 0.014
H -0.09 -1.19 1.46 0.024
H 0.70 -0.97 3.03 0.017
H -1.09 -1.16 3.00 0.069
C 0.59 2.72 -1.60 -0.109
C 1.05 3.50 -2.66 -0.031
C 1.31 2.86 -3.88 -0.038
C 1.13 1.50 -4.01 0.000
H 0.36 3.13 -0.61 0.106
H 1.20 4.54 -2.51 0.102
H 1.66 3.45 -4.71 0.112
H 1.34 0.97 -4.93 0.100
N 0.43 1.40 -1.77 -0.021
C 0.71 0.74 -2.92 -0.173
C 0.55 -0.77 -2.95 -0.172
N 0.15 -1.41 -1.83 -0.010
C 0.02 -2.74 -1.74 -0.095
C 0.71 -2.92 -4.03 -0.033
C 0.33 -3.54 -2.84 -0.034
H -0.34 -3.15 -0.79 0.125
H 0.26 -4.61 -2.75 0.102
C 0.79 -1.53 -4.10 0.003
H 1.05 -1.00 -4.98 0.092
H 0.93 -3.51 -4.90 0.109
Hg -0.53 0.08 -0.26 1.096
C -2.56 0.09 -0.69 -0.263
H -2.77 -0.95 -0.95 -0.037
H -2.50 0.73 -1.55 -0.043
H -3.23 0.47 0.09 -0.019
Cl 2.79 2.43 1.22 0.610
C 3.53 0.91 1.55 -1.002
Cl 3.01 0.18 3.12 0.580
C 3.11 -0.19 0.35 -0.740
O 4.11 -0.75 -0.09 -0.006
O 1.88 -0.24 0.10 -0.158
H 4.63 0.98 1.53 0.058
```


What is the E_tot in the second record?
-8398.810195 a.u.


Please write out number 2 again, unchanged.
Formula: C15H18AsF6I2N3O6S5Zn
Source: OMol25
Level of theory: the ωB97M-V functional and the def2-TZVPD basis

Values from the calculation:
HOMO	-0.289	hartree
spin multiplicity	1
E_LUMO	-0.0297	Eh
Kohn-Sham gap	7.1	eV
E_tot	-8398.810195	a.u.

Structure (XYZ):
```
57
Properties=species:S:1:pos:R:3:lowdin_charge:R:1
Zn -0.29 0.08 -0.51 0.492
O -1.38 1.65 3.42 0.067
C -2.18 2.63 2.97 -0.256
C -2.90 3.35 3.93 -0.013
C -3.75 4.36 3.54 -0.083
C -3.91 4.68 2.20 -0.094
C -3.20 3.97 1.25 -0.030
C -2.34 2.93 1.61 -0.077
C -1.63 2.17 0.56 -0.393
O -0.81 1.24 0.96 -0.137
N -1.86 2.48 -0.68 0.029
N -1.16 1.68 -1.59 -0.147
C -1.28 2.07 -2.79 -0.894
S -0.56 1.20 -4.14 0.880
C -1.58 2.04 -5.39 -0.521
C -1.74 3.47 -4.95 -0.529
S -2.24 3.48 -3.21 0.961
H -0.93 1.26 2.65 0.065
H -2.75 3.09 4.97 0.117
H -4.30 4.91 4.30 0.102
H -4.57 5.49 1.90 0.097
H -3.30 4.21 0.20 0.104
H -2.54 1.53 -5.47 0.079
H -1.05 1.96 -6.34 0.079
H -2.53 3.98 -5.52 0.079
H -0.81 4.03 -5.06 0.077
F -2.48 -1.47 1.75 0.158
C -1.63 -2.38 2.20 -0.680
F -0.84 -1.83 3.12 0.166
F -2.31 -3.39 2.73 0.161
S -0.56 -3.02 0.83 0.623
O 0.26 -1.87 0.44 -0.407
O 0.13 -4.14 1.38 -0.233
N -1.53 -3.44 -0.35 -0.264
S -1.68 -2.36 -1.48 0.626
O -0.57 -2.31 -2.40 -0.339
O -2.13 -1.07 -0.97 -0.306
C -3.05 -3.04 -2.51 -0.688
F -4.14 -3.25 -1.79 0.168
F -3.32 -2.14 -3.45 0.158
F -2.66 -4.17 -3.07 0.160
I 3.04 0.42 0.51 0.209
I 4.49 0.97 2.82 -0.057
C 2.19 -3.46 -1.20 -0.214
As 2.52 -1.89 -2.24 0.787
C 2.20 -2.30 -4.09 -0.236
C 4.44 -1.70 -2.19 -0.273
S 1.73 0.09 -1.90 0.076
H 2.84 -4.21 -1.65 0.057
H 1.15 -3.76 -1.28 0.018
H 2.46 -3.28 -0.16 0.047
H 2.59 -3.29 -4.31 0.048
H 2.72 -1.54 -4.68 0.045
H 1.13 -2.26 -4.29 0.028
H 4.86 -2.52 -2.77 0.045
H 4.80 -1.73 -1.17 0.017
H 4.71 -0.75 -2.65 0.043
```